# 1
A 4-piece molecular cluster, C2H14N2O3 overall. Source: the Open Molecules 2025 dataset; level of theory: ωB97M-V/def2-TZVPD.

Properties
E_HOMO   -8.96 eV
Structure (SMILES)   CNCN.O.O.O
Relative energy (zero: lowest compared OMol25 entry of this formula, charge and spin)   69.8 kcal per mole
2S+1   1

```
21
Properties=species:S:1:pos:R:3:nbo_charge:R:1
H -1.10 -0.55 -0.77 0.351
O -1.29 -4.55 -4.21 -0.938
N 0.80 0.76 0.91 -0.679
H 1.55 0.53 -1.19 0.165
H 2.67 0.77 1.66 0.169
N -0.48 0.07 -1.30 -0.860
H 1.71 -0.77 1.86 0.193
H 1.08 -1.09 -0.28 0.191
O -0.04 5.37 1.08 -0.940
H -0.62 1.09 -1.31 0.346
C 0.90 0.08 -0.35 -0.063
H -0.81 4.99 0.52 0.471
C 1.68 0.38 1.87 -0.393
H -1.15 -1.90 2.54 0.465
H 0.67 5.55 0.43 0.470
H -1.89 -2.08 1.31 0.457
H 1.34 0.60 2.96 0.201
H -1.52 -3.58 -4.32 0.471
O -1.90 -2.41 2.18 -0.921
H -2.13 -5.00 -4.26 0.466
H 0.53 1.72 0.66 0.376
```

***

# 2
C30H37EuGeN7OS as an isolated structure. Source: the Open Molecules 2025 dataset; level of theory: ωB97M-V/def2-TZVPD.

Properties
E_HOMO (alpha / beta)   -1.67 / -1.81 eV
Net charge   -1
2S+1   7

```
78
Properties=species:S:1:pos:R:3:lowdin_spin:R:1
C 0.76 1.92 -3.19 -0.001
H 4.42 1.38 5.88 0.000
H -3.17 -2.19 -2.31 0.000
C 3.63 -0.96 -0.66 0.000
C 2.04 0.22 2.81 0.000
H -2.01 4.42 0.76 0.000
C 2.74 0.69 3.91 0.000
H 4.02 1.50 0.41 0.000
H 5.27 -1.92 -1.64 0.000
H -0.99 3.00 -3.94 0.000
C 2.45 0.52 1.49 0.000
C 4.80 -1.31 -4.26 0.000
C -1.05 4.35 1.29 -0.002
N 0.96 -2.99 -2.13 0.000
C 3.66 1.26 1.40 0.000
H 2.36 0.44 4.90 0.000
H -5.76 2.47 -0.58 0.000
C 3.89 1.44 3.80 0.000
C 2.83 -0.19 -3.16 0.000
N 1.74 0.16 0.37 -0.005
H -0.32 4.97 0.77 0.000
O -0.13 2.58 0.12 -0.013
H -6.07 1.04 2.55 0.000
H -5.56 1.33 -1.91 0.000
H 4.63 -2.36 -4.52 0.000
C 2.45 -0.18 -0.74 0.000
C -2.46 -2.26 -1.49 0.001
H -4.84 -2.41 -0.06 0.000
H -6.44 -1.77 -0.47 0.000
H -2.30 1.18 -2.36 0.002
N -0.35 -0.27 2.73 -0.006
C -0.68 2.87 1.22 -0.008
H 1.64 2.40 -3.57 0.000
C -5.36 -1.58 -0.54 0.000
H 5.25 2.30 2.37 0.000
C -3.12 0.49 0.79 -0.054
H 5.68 2.07 4.84 0.000
H 5.87 -1.18 -4.09 0.000
C -1.24 1.29 -2.54 0.002
H -6.00 -0.73 2.58 0.000
H 1.93 -2.99 -1.84 0.000
N 0.85 0.88 -2.33 0.002
H -1.55 -2.62 -4.15 0.000
C 4.37 -1.32 -1.76 0.000
C -0.82 -2.71 -3.36 0.000
C 4.60 2.00 5.01 0.000
H -6.99 1.23 -0.87 0.000
C -1.15 -1.15 3.32 0.000
H -0.77 -2.88 4.67 0.000
C -6.20 0.14 1.94 -0.001
H -2.43 -1.32 -0.94 0.001
H -5.10 -1.57 -1.60 0.000
C -5.92 1.43 -0.88 -0.003
H 4.23 3.00 5.23 0.000
N -1.16 -2.60 -2.03 0.000
Ge -4.94 0.17 0.36 -0.009
N -0.37 0.47 -1.94 -0.004
Eu -0.72 0.62 0.47 6.099
N 0.90 -0.60 3.09 0.000
H -3.21 1.18 1.67 -0.003
H -2.79 -3.03 -0.79 0.000
H 1.82 -2.08 4.29 0.000
H 2.47 0.11 -4.14 0.000
C 2.05 0.16 -2.06 0.000
C -0.57 2.22 -3.34 0.001
H 1.15 -3.08 -4.27 0.000
C 3.99 -0.92 -3.05 0.000
S -0.02 -2.72 0.41 -0.001
C -0.05 -2.75 -1.26 0.000
H -2.21 -1.09 3.15 0.000
C 0.50 -2.95 -3.43 0.000
H 3.96 -1.27 0.33 0.000
C 0.91 -1.67 3.92 0.000
H 4.51 -0.71 -5.13 0.000
C 4.34 1.71 2.50 0.000
C -0.41 -2.05 4.09 0.000
H -7.24 0.09 1.61 0.000
H -1.19 4.68 2.31 0.000
```

***

# 3
C3H7N3S in the gas phase. Source: the Open Molecules 2025 dataset; level of theory: ωB97M-V/def2-TZVPD.

Properties
E_HOMO (alpha / beta)   -7.95 / -7.52 eV
Relative energy (zero: lowest compared OMol25 entry of this formula, charge and spin)   123.2 kcal per mole
2S+1   1

```
14
Properties=species:S:1:pos:R:3:nbo_charge:R:1
H -1.58 -1.90 0.76 0.214
H -1.18 1.52 -0.18 0.368
H 4.46 0.82 0.46 0.365
H 1.01 0.65 0.46 0.216
S 2.82 -0.34 -0.59 0.653
C 1.19 -0.31 0.04 -0.411
H 0.56 -2.27 -0.40 0.207
C 0.28 -1.31 0.01 -0.174
C -1.14 -1.03 0.39 -0.325
N -1.78 -0.36 -0.79 -0.213
H -1.94 1.34 -1.84 0.403
N -1.59 0.98 -0.87 -0.610
N 3.42 0.90 0.23 -0.877
H -1.06 -0.50 1.31 0.184
```

***

Result set for total energy: -11421.4021 -130866.2624 -18525.1280 eV, one per record in the order listed.